{
  "formula": "C10H12N3O2",
  "method": "wB97M-V/def2-TZVPD",
  "symbols": ["O", "O", "N", "N", "N", "C", "C", "C", "C", "C", "C", "C", "C", "C", "C", "H", "H", "H", "H", "H", "H", "H", "H", "H", "H", "H", "H"],
  "xyz": [[2.8784, 2.3927, 0.0089], [-0.3995, -2.3260, -0.0924], [2.5478, -1.7230, -0.1506], [1.6508, 0.5128, 0.0602], [0.1931, -1.1555, -0.3642], [-1.6653, -0.0193, -1.3150], [3.7648, -1.1766, 0.0018], [-3.0844, -0.2743, -0.6652], [-0.6458, 0.0500, -0.1143], [1.5878, -0.8434, -0.1171], [-1.5118, -0.2006, 1.1144], [0.3895, 1.1926, 0.0601], [-2.9374, 0.2170, 0.7590], [3.9977, 0.1958, -0.0142], [2.8601, 1.1518, -0.0528], [-3.2214, 1.3070, 0.9717], [-1.4451, 0.9537, -1.7977], [4.5293, -1.8295, 0.1309], [0.0725, 1.7485, 0.9242], [-3.5999, -0.2842, 1.3503], [0.2675, 1.8756, -0.6936], [-1.2346, -0.7869, -1.9905], [-3.9262, 0.3695, -1.0368], [-1.5590, -1.1893, 1.4170], [-1.3035, 0.4119, 2.0816], [-3.2117, -1.2808, -0.6362], [5.0061, 0.7107, 0.1604]],
  "forces_ev_per_a": [[0.49, -0.86, -0.40], [0.34, -0.14, -0.50], [0.44, -0.15, 0.40], [1.20, 0.03, -0.13], [3.68, 0.77, 1.48], [0.77, 1.31, 0.34], [-1.90, 3.52, -0.49], [0.92, 4.80, -0.93], [0.18, -2.21, 0.23], [-5.89, -1.27, -0.81], [-0.77, 3.98, 2.28], [-1.98, -1.98, 0.55], [1.35, 1.65, -0.65], [0.77, 1.21, 0.28], [0.79, 0.40, 1.08], [0.83, -1.07, -0.83], [-1.14, -0.19, -0.23], [2.38, -1.91, 0.27], [0.80, 0.07, 0.94], [-1.94, -1.56, 1.82], [0.39, 1.64, -2.35], [-0.90, 0.26, 0.43], [0.58, -1.23, -0.68], [0.40, -2.12, 0.09], [0.59, -0.88, -1.54], [-0.90, -2.93, -0.25], [-1.52, -1.16, -0.41]],
  "lowdin_charge": [-0.02, -0.25, 0.11, 0.06, -0.19, -0.08, -0.17, -0.16, -0.35, -0.25, -0.14, -0.04, -0.22, -0.02, -0.45, 0.13, 0.10, 0.06, 0.12, 0.06, 0.09, 0.11, 0.11, 0.08, 0.14, 0.07, 0.11],
  "mol_weight_da": 206.2,
  "largest_force_ev_per_a": 6.1,
  "lumo_ha": [0.127, 0.127],
  "total_energy_ha": -702.9503,
  "smiles": "O=c1ccnc2n1CC1(CCCC1)N2[O-]",
  "relative_energy_ev": 3.255,
  "total_charge": -1
}



{
  "formula": "C10H12N3O6PtS2",
  "method": "wB97M-V/def2-TZVPD",
  "symbols": ["Pt", "S", "S", "O", "O", "O", "O", "O", "O", "N", "N", "N", "C", "C", "C", "C", "C", "C", "C", "C", "C", "C", "H", "H", "H", "H", "H", "H", "H", "H", "H", "H", "H", "H"],
  "xyz": [[0.5048, -2.8263, -0.7153], [0.9843, -4.8859, -2.3964], [-3.2582, -1.0664, 1.0328], [0.0991, 2.9665, -1.9884], [0.4666, -6.2359, -2.3336], [1.3449, -1.8794, 0.8312], [-0.1714, -3.8558, -2.3169], [1.8095, -4.6281, -3.5597], [1.7195, -4.5059, -1.1051], [-0.2575, 0.8682, -0.0920], [0.6624, -0.8459, 1.2540], [-0.7835, -1.4088, -0.5962], [-1.6749, 0.4992, 2.5351], [-1.4029, 1.5310, -0.6999], [0.8220, 0.8265, -1.0757], [-0.9951, 2.9396, -1.0805], [0.7941, 0.9159, 2.8981], [-0.5792, -0.4807, 0.4541], [1.3796, 0.0231, 2.0758], [-0.5990, 1.1164, 3.1501], [1.1975, 2.2463, -1.4442], [-1.7736, -0.3394, 1.4096], [1.4835, 1.5332, 3.4666], [0.5305, 0.2640, -1.9723], [1.5662, 2.7674, -0.5483], [1.9788, 2.2505, -2.2062], [-0.7231, 3.4908, -0.1684], [1.6962, 0.3323, -0.6463], [2.4530, -0.0883, 1.9933], [-2.6393, 0.6778, 3.0032], [-0.8320, 1.7776, 3.9781], [-2.2197, 1.5825, 0.0203], [-1.7634, 0.9823, -1.5814], [-1.8199, 3.4557, -1.5757]],
  "forces_ev_per_a": [[-0.13, -0.06, 0.02], [0.07, -0.02, -0.01], [0.02, 0.01, 0.01], [0.01, -0.02, 0.01], [-0.01, 0.02, 0.04], [0.03, -0.01, 0.08], [-0.04, -0.03, -0.03], [-0.01, -0.01, -0.01], [0.04, 0.06, -0.05], [0.01, -0.10, -0.03], [0.02, -0.02, -0.01], [0.05, -0.01, -0.04], [0.02, -0.02, -0.01], [0.00, 0.02, 0.03], [-0.02, -0.02, 0.06], [0.00, 0.02, 0.00], [-0.06, -0.02, -0.02], [-0.01, 0.18, 0.04], [0.01, 0.01, -0.01], [0.04, 0.01, 0.00], [-0.01, 0.04, -0.02], [-0.01, -0.03, 0.00], [0.00, 0.00, 0.01], [0.00, 0.02, -0.01], [0.00, 0.00, 0.01], [-0.01, 0.01, -0.01], [0.00, -0.01, 0.00], [-0.01, -0.01, 0.00], [0.00, 0.00, 0.01], [0.00, 0.01, 0.01], [-0.01, 0.00, 0.00], [0.01, -0.01, -0.01], [0.00, 0.01, -0.02], [0.01, 0.01, -0.01]],
  "mulliken_spin": [0.22, 0.00, 0.47, 0.00, 0.00, 0.35, 0.00, 0.00, 0.00, 0.08, 0.47, 0.82, -0.04, 0.01, 0.01, 0.01, 0.05, -0.21, 0.09, 0.26, 0.00, 0.37, 0.00, 0.01, 0.00, 0.00, 0.00, 0.01, 0.00, -0.02, 0.04, -0.01, 0.00, 0.00],
  "mol_weight_da": 529.4,
  "spin_multiplicity": 4,
  "largest_force_ev_per_a": 0.2,
  "lumo_ha": [0.183, 0.154],
  "total_energy_ha": -1919.5451,
  "total_charge": -2
}



{
  "formula": "C10H12N4S",
  "method": "wB97M-V/def2-TZVPD",
  "symbols": ["S", "N", "N", "N", "N", "C", "C", "C", "C", "C", "C", "C", "C", "C", "C", "H", "H", "H", "H", "H", "H", "H", "H", "H", "H", "H", "H"],
  "xyz": [[-2.7006, 1.0061, 0.4986], [-0.5850, -0.6711, 0.4913], [1.0091, 0.7713, -0.0174], [-0.1161, 1.4857, 0.0105], [1.6468, -1.4975, 0.3221], [2.8845, -1.1282, 0.0732], [2.2629, 1.1784, -0.2736], [3.9325, -2.1906, 0.1233], [-3.4572, -1.4743, -0.5483], [2.4988, 2.6170, -0.5799], [-3.3881, -0.6718, 0.7090], [3.2316, 0.2034, -0.2287], [0.7123, -0.5681, 0.2807], [-1.0393, 0.5815, 0.3181], [-3.3154, -1.0147, -1.7754], [-4.3862, -0.5212, 1.1261], [3.4724, -3.1389, 0.3821], [4.2592, 0.4631, -0.4248], [-2.7607, -1.1764, 1.4439], [-3.1235, 0.0268, -1.9750], [-3.6470, -2.5254, -0.3719], [-3.3820, -1.6622, -2.6322], [3.2482, 3.0292, 0.0933], [4.6887, -1.9388, 0.8648], [2.8634, 2.7291, -1.6000], [4.4244, -2.2785, -0.8439], [1.5669, 3.1653, -0.4704]],
  "forces_ev_per_a": [[-0.66, 0.11, 0.20], [-0.12, -0.38, 0.12], [-0.03, -1.34, 0.28], [-0.77, 1.00, -0.13], [0.37, -0.65, 0.07], [-0.15, 0.03, 0.02], [0.55, -0.02, -0.07], [0.04, -0.01, 0.00], [-0.08, -0.08, 0.07], [-0.12, 0.07, 0.01], [0.31, 0.47, 0.03], [-0.26, 0.22, 0.00], [-0.12, 0.93, -0.15], [0.81, -0.21, -0.08], [-0.03, -0.03, -0.19], [0.06, 0.01, 0.07], [0.01, -0.04, 0.01], [0.09, 0.07, -0.02], [-0.15, -0.01, 0.01], [0.07, 0.18, 0.03], [-0.02, -0.15, -0.10], [-0.05, -0.21, -0.11], [0.02, 0.00, 0.02], [0.10, -0.02, 0.03], [-0.01, 0.01, -0.04], [0.09, -0.04, -0.05], [0.07, 0.09, -0.02]],
  "lowdin_charge": [0.96, 0.15, -0.01, 0.09, 0.19, -0.32, -0.22, -0.03, -0.25, 0.00, -0.47, 0.02, -0.33, -0.70, -0.02, 0.08, 0.08, 0.12, 0.07, 0.04, 0.10, 0.05, 0.09, 0.08, 0.09, 0.08, 0.07],
  "mol_weight_da": 220.3,
  "largest_force_ev_per_a": 1.4,
  "lumo_ha": 0.022,
  "total_energy_ha": -1005.4579,
  "smiles": "C=CCSc1nc2nc(C)cc(C)n2n1",
  "relative_energy_ev": 0.192,
  "total_charge": 0
}



{
  "formula": "C10H12NO",
  "method": "wB97M-V/def2-TZVPD",
  "symbols": ["O", "N", "C", "C", "C", "C", "C", "C", "C", "C", "C", "C", "H", "H", "H", "H", "H", "H", "H", "H", "H", "H", "H", "H"],
  "xyz": [[2.8007, 1.4778, -2.2895], [-1.0207, 0.1554, 0.8896], [-0.8134, 1.2349, -1.4612], [1.6855, 0.7181, -1.9584], [1.4878, -0.4223, 1.2733], [-1.9563, 0.4781, 2.0285], [-1.4277, -1.2493, 0.3258], [-1.3946, 1.1084, -0.2111], [2.0502, -0.9894, 0.0101], [0.2791, 0.0400, 1.5897], [0.3691, 0.9661, -2.1187], [1.9738, -0.6755, -1.2841], [-2.1822, -1.3013, -0.4593], [2.4550, -2.0609, -0.0140], [-2.7285, -0.2754, 1.9615], [-1.5294, 1.9595, -1.9704], [3.5411, 0.8665, -2.4586], [-2.2267, 1.5126, 2.0077], [-2.3211, 1.5906, 0.0094], [2.3345, -0.4117, 2.0956], [2.3772, -1.3345, -1.9997], [-1.7343, -1.8473, 1.1768], [-1.4371, 0.1754, 2.9594], [-0.5821, -1.7161, -0.1023]],
  "forces_ev_per_a": [[-1.92, -1.26, 0.02], [-0.67, -1.17, -0.59], [-2.42, 1.75, 1.11], [-0.55, -1.29, 1.10], [1.52, 0.50, 1.27], [0.45, -1.74, 1.12], [0.08, -0.31, 0.87], [2.32, -0.26, -1.45], [-0.81, -2.41, -1.10], [1.39, -0.01, -2.05], [2.48, 0.63, 0.84], [0.30, 3.33, -0.46], [-0.24, 1.02, 0.38], [-0.47, 1.51, 1.31], [-0.88, 0.68, -0.12], [0.84, -1.13, -0.10], [-0.19, 0.29, 0.21], [-0.27, 0.32, 0.17], [-0.27, 0.16, 0.01], [-2.11, 0.05, -1.29], [0.46, -1.06, -0.62], [0.00, -0.06, 0.10], [-0.22, 0.65, -0.36], [1.21, -0.18, -0.35]],
  "lowdin_charge": [0.09, -0.25, -0.08, -0.25, -0.05, 0.02, 0.05, -0.05, -0.09, 0.11, 0.12, -0.02, 0.12, 0.15, 0.10, 0.15, 0.13, 0.10, 0.11, 0.16, 0.10, 0.11, 0.12, 0.07],
  "mol_weight_da": 162.2,
  "largest_force_ev_per_a": 3.4,
  "lumo_ha": [-0.161, -0.193],
  "total_energy_ha": -517.6469,
  "relative_energy_ev": 9.204,
  "total_charge": 1
}